Record 1
C5H5NS | ωB97M-V/def2-TZVPD

Results
HOMO level: -8.7 eV
Multiplicity: 1
ΔE to the lowest compared entry with this formula, charge and spin: 361.34 kJ/mol
Charge: 0
Gap between HOMO and LUMO: 9.0548 eV

```
12
C5H5NS, DFT ωB97M-V/def2-TZVPD
C -0.7907 -0.8604 0.6156
C 0.4249 -0.0378 0.9752
C -0.2643 -0.6789 -0.8147
C -0.3014 0.8423 -0.9781
C 0.1782 1.2775 0.1479
H 0.5805 -0.0548 2.1826
H 1.8976 -0.4817 -0.4182
H -0.4441 -1.3609 -1.6699
H -0.7136 1.4729 -1.8939
H 0.2092 2.3723 0.4999
N 1.1381 -0.8757 -0.0310
S -1.9144 -1.6150 1.3845
```

Record 2
C11H15CeNP | ωB97M-V/def2-TZVPD

Results
HOMO level (spin up / spin down): -5.1 / -5.3 eV
Multiplicity: 2
Charge: 0
Gap between HOMO and LUMO (spin up / spin down): 4.8051 / 5.0041 eV
<S²>: 0.77

```
29
C11H15CeNP, DFT ωB97M-V/def2-TZVPD
C -0.3359 -0.6635 -1.9444
C -0.5890 0.1986 -2.9759
C -0.3710 1.5940 -3.0426
C 0.1859 2.3430 -1.9964
C 0.5548 1.8171 -0.7476
Ce -0.0323 0.0957 0.1375
P 0.1924 -2.3714 0.8363
H -0.5873 -1.6914 -1.9407
H -0.9572 -0.3012 -3.8521
H -0.5776 2.0864 -3.9558
H 1.1149 2.3202 -0.0055
H 0.4441 3.3734 -2.1438
H 1.4401 -2.5999 1.4011
H 0.1554 -3.2926 -0.1908
H -0.6360 -2.9166 1.7556
C 0.9778 1.6615 6.5387
C 0.7744 1.3309 5.0803
C 1.0377 2.2530 4.0816
C 0.8370 1.9216 2.7778
N 0.4026 0.7044 2.3946
C 0.1415 -0.1697 3.3700
C 0.3083 0.0879 4.6914
H 2.0301 1.9063 6.7125
H 0.3597 2.5241 6.8058
H 0.7034 0.8238 7.1710
H 1.4113 3.2671 4.3501
H 1.0533 2.7096 1.9746
H -0.2647 -1.2116 3.1008
H 0.0671 -0.6829 5.4522
```

Record 3
C38H42N4O2OsPSe2 | ωB97M-V/def2-TZVPD

Results
HOMO level (spin up / spin down): -9.5 / -9.7 eV
Multiplicity: 1
ΔE to the lowest compared entry with this formula, charge and spin: 0.00 kJ/mol
Charge: +1
Gap between HOMO and LUMO (spin up / spin down): 6.2482 / 6.2742 eV

```
90
C38H42N4O2OsPSe2, DFT ωB97M-V/def2-TZVPD
Os -0.2859 -0.5897 0.5391
N -1.6877 1.6529 2.1748
P -0.1725 1.5900 1.3685
C 0.9573 2.0036 2.7464
C 1.1488 3.3126 3.1922
C 1.9058 3.5643 4.3256
C 2.4717 2.5134 5.0342
C 2.2703 1.2080 4.6119
C 1.5148 0.9553 3.4764
C -0.2584 3.1389 0.4238
C -1.4828 3.6696 0.0236
C -1.5266 4.8263 -0.7422
C -0.3512 5.4601 -1.1160
C 0.8722 4.9418 -0.7121
C 0.9190 3.7900 0.0569
C -2.2644 0.4865 2.5936
C -3.2994 0.5216 3.5385
C -3.8898 -0.6474 3.9384
C -3.4448 -1.8484 3.3856
C -2.4340 -1.8086 2.4642
N -1.8191 -0.6711 2.0616
H -1.9300 2.4708 2.7168
H 0.7109 4.1437 2.6549
H 2.0537 4.5840 4.6563
H 3.0649 2.7132 5.9168
H 2.7005 0.3842 5.1666
H 1.3575 -0.0661 3.1495
H -2.4041 3.1733 0.2986
H -2.4829 5.2311 -1.0464
H -0.3878 6.3634 -1.7105
H 1.7891 5.4497 -0.9838
H 1.8725 3.4075 0.4018
H -3.6158 1.4777 3.9322
H -4.6889 -0.6332 4.6674
H -3.8795 -2.7983 3.6585
H -2.0826 -2.7159 2.0035
O 3.8984 -1.7282 -1.8470
C 4.6278 -0.5747 -1.4527
C 3.7801 0.4345 -0.6764
C 4.7627 1.5989 -0.4047
O 4.1652 2.6740 0.3043
C 3.3113 -0.0742 0.6867
Se 1.9341 -1.4575 0.6263
C 2.5928 0.9762 -1.4705
Se 1.0252 -0.1757 -1.6748
H 4.5333 -2.3807 -2.1586
H 5.0323 -0.0699 -2.3390
H 5.4753 -0.8626 -0.8191
H 5.1843 1.9482 -1.3514
H 5.5879 1.2213 0.2054
H 4.1201 3.4394 -0.2740
H 2.9443 0.7594 1.2822
H 4.1453 -0.5391 1.2196
H 2.8899 1.1834 -2.5017
H 2.2518 1.9061 -1.0248
C 1.0435 -3.5034 -2.9411
N -0.3574 -3.2442 -3.3991
C -0.3709 -2.4205 -4.6369
C -1.2695 -2.6123 -2.3502
C -1.1349 -3.3273 -1.0395
C -1.4887 -4.6811 -1.0612
C -1.2188 -5.5169 0.0043
C -0.5779 -4.9734 1.1090
C -0.2935 -3.6176 1.1445
C -0.5885 -2.7106 0.1025
H 1.5643 -4.0126 -3.7494
H 1.0136 -4.1274 -2.0532
H 1.5188 -2.5538 -2.7034
H -0.7650 -4.1535 -3.6138
H 0.0627 -1.4527 -4.3941
H -1.3983 -2.2947 -4.9702
H 0.2187 -2.9138 -5.4054
H -2.2733 -2.6724 -2.7761
H -0.9902 -1.5686 -2.2895
H -1.9865 -5.0921 -1.9378
H -1.4938 -6.5625 -0.0272
H -0.3197 -5.5997 1.9539
H 0.1652 -3.2342 2.0514
N -6.2346 0.8766 -3.8678
C -5.3357 0.6771 -3.1799
C -4.2035 0.4275 -2.3309
C -3.0684 1.2266 -2.4160
C -1.9738 0.9678 -1.6047
C -1.9445 -0.0928 -0.6862
C -3.1169 -0.8660 -0.6201
C -4.2252 -0.6202 -1.4128
H -3.0451 2.0532 -3.1153
H -1.1147 1.6135 -1.7073
H -3.1726 -1.7102 0.0545
H -5.1078 -1.2417 -1.3281
```

Record 4
C12H20As2F6N3O6RhS | ωB97M-V/def2-TZVPD

Results
HOMO level (spin up / spin down): -12.5 / -12.6 eV
Multiplicity: 6
ΔE to the lowest compared entry with this formula, charge and spin: 35.19 kJ/mol
Charge: +1
Gap between HOMO and LUMO (spin up / spin down): 9.7662 / 7.4213 eV
<S²>: 8.76

```
51
C12H20As2F6N3O6RhS, DFT ωB97M-V/def2-TZVPD
Rh 0.1118 0.1552 -0.3558
C -2.2402 0.3173 -2.3614
C -2.8643 0.4748 -0.9702
N -2.0673 -0.1100 0.1283
C -2.2530 -1.5572 0.3745
C -1.7281 -2.3864 -0.7891
N -0.4199 -1.8848 -1.2566
C -0.2108 -1.8643 -2.7204
C -0.0599 -0.4343 -3.2672
N -0.7730 0.5306 -2.3997
H -2.7425 1.0097 -3.0399
H -2.4406 -0.6756 -2.7548
H -3.8679 0.0375 -0.9923
H -2.9925 1.5316 -0.7447
H -2.3005 0.3772 0.9878
H -3.3090 -1.7904 0.5406
H -1.7066 -1.7912 1.2888
H -2.4365 -2.3635 -1.6159
H -1.6530 -3.4303 -0.4802
H 0.3196 -2.4474 -0.8427
H -1.0438 -2.3744 -3.2061
H 0.6880 -2.4295 -2.9604
H -0.4387 -0.3947 -4.2922
H 0.9874 -0.1394 -3.2761
H -0.5718 1.4709 -2.7242
O 2.2087 4.3011 0.0141
As 2.7304 2.6714 -0.4021
O -0.7827 3.7777 -0.6807
O -1.0090 2.7513 -0.1193
C 3.8982 2.5326 1.1361
C 5.2599 2.7819 1.1325
C 5.9865 2.5985 2.3031
C 5.3606 2.1591 3.4620
C 3.9962 1.8976 3.4717
C 3.2936 2.0969 2.3020
S 1.5581 1.8027 2.2017
O 0.8214 2.9746 2.5374
O 1.1876 0.5472 2.7616
O 1.4778 1.6500 0.5931
H 1.5962 4.6767 -0.6286
H 5.7629 3.1042 0.2291
H 7.0512 2.7865 2.3051
H 5.9384 2.0053 4.3628
H 3.5022 1.5355 4.3634
F 2.2029 -0.6209 -1.2669
As 2.9823 -1.7361 -0.0663
F 3.6753 -0.3568 0.6910
F 1.4909 -1.4035 0.8770
F 3.5595 -2.8018 1.1183
F 2.1067 -3.0245 -0.8524
F 4.2932 -1.9222 -1.1284
```

Record 5
C29H46BrN3P2Re | ωB97M-V/def2-TZVPD

Results
HOMO level (spin up / spin down): -18.4 / -18.6 eV
Multiplicity: 4
ΔE to the lowest compared entry with this formula, charge and spin: 0.00 kJ/mol
Charge: +4
Gap between HOMO and LUMO (spin up / spin down): 5.8427 / 5.4324 eV
<S²>: 3.80

```
82
C29H46BrN3P2Re, DFT ωB97M-V/def2-TZVPD
N -3.4673 -9.2912 3.1229
C -4.1105 -8.2945 3.7263
C -3.6735 -6.9684 3.6393
C -2.5496 -6.6701 2.8392
C -1.9035 -7.7416 2.1826
C -2.3895 -9.0418 2.3845
C -2.1058 -5.2923 2.6690
Re 0.1611 1.1877 0.6596
P -0.8258 4.2127 -4.9045
C -1.7676 -4.7560 1.4709
C -1.3829 -3.3845 1.2911
C -1.0448 -2.8954 0.0006
C -0.7073 -1.5601 -0.2027
C -0.6402 -0.6638 0.9122
C -0.9819 -1.1522 2.2049
C -1.3502 -2.4832 2.3857
Br 0.2982 3.4850 -0.3070
H -2.1007 -4.6800 3.5772
H -1.8186 -5.3612 0.5606
H -4.2268 -6.1799 4.1457
H -1.0319 -7.5797 1.5519
H -5.0038 -8.5409 4.3046
H -1.8797 -9.8933 1.9272
H -1.0640 -3.5832 -0.8468
H -1.6199 -2.8281 3.3824
H -0.5169 -1.1479 -1.2022
H -0.9438 -0.4579 3.0468
P 2.0736 0.5065 -0.0659
C -2.3370 3.7302 -3.9561
C -3.5952 3.8673 -4.8141
H -2.3881 4.3872 -3.0767
H -2.1970 2.6958 -3.6156
H -4.4768 3.9676 -4.1753
H -3.5470 4.7489 -5.4617
H -3.7512 2.9883 -5.4478
C -0.2087 2.5327 -5.3591
C 0.6823 2.5507 -6.6002
H -1.1053 1.9231 -5.5356
H 0.3299 2.1321 -4.4887
H 0.7212 1.5502 -7.0428
H 0.3023 3.2394 -7.3625
H 1.7093 2.8420 -6.3586
C 0.3172 4.6119 -3.5215
C 0.4830 6.1146 -3.3172
H 1.2843 4.1332 -3.7299
H -0.1094 4.1384 -2.6252
H 1.3979 6.3202 -2.7534
H 0.5480 6.6434 -4.2737
H -0.3517 6.5390 -2.7484
C 3.4987 1.6833 0.1539
C 4.7659 1.1164 0.7996
H 3.1161 2.5547 0.7071
H 3.7179 2.0592 -0.8545
H 4.6029 0.7794 1.8287
H 5.1905 0.2966 0.2066
H 5.5238 1.9083 0.8338
C 2.2701 0.1874 -1.8885
C 2.3806 -1.2653 -2.3558
H 3.1620 0.7492 -2.1942
H 1.4119 0.6929 -2.3565
H 3.4237 -1.6063 -2.3445
H 1.7760 -1.9595 -1.7623
H 2.0296 -1.3268 -3.3934
C 2.6680 -1.0879 0.6716
C 2.5394 -1.1000 2.1932
H 3.7019 -1.2410 0.3341
H 2.0573 -1.8812 0.2197
H 2.1527 -2.0689 2.5396
H 3.5037 -0.9177 2.6831
H 1.8312 -0.3412 2.5590
C -1.2018 2.7104 5.7986
N -0.4114 2.6462 4.5917
C 0.8346 3.2406 4.3843
C 1.2496 2.8925 3.1280
N 0.2238 2.1072 2.5509
C -0.7540 1.9798 3.4550
H -0.6153 2.3416 6.6528
H -1.4913 3.7506 6.0039
H -2.0988 2.0934 5.6690
H 1.3409 3.8400 5.1186
H 2.1484 3.1146 2.5668
H -1.6832 1.4502 3.3082
```

Record 6
C3H5CaO3 | ωB97M-V/def2-TZVPD

Results
HOMO level (spin up / spin down): -3.8 / -8.2 eV
Multiplicity: 2
ΔE to the lowest compared entry with this formula, charge and spin: 359.69 kJ/mol
Charge: 0
Gap between HOMO and LUMO (spin up / spin down): 2.7454 / 7.0802 eV
<S²>: 0.75

```
12
C3H5CaO3, DFT ωB97M-V/def2-TZVPD
H 0.0457 -1.2143 -1.4992
C -0.8180 -0.7815 -0.9566
C -0.6229 0.7092 -0.7187
O 0.6803 1.0207 -0.1537
C 1.0713 0.4217 0.9169
O 2.2655 0.8693 1.2154
Ca -0.1885 -1.4491 1.9928
O -1.2107 -1.2867 0.2854
H -1.6813 -0.8443 -1.6489
H -1.4328 0.7740 0.1597
H -0.6497 1.2603 -1.6651
H 2.5412 0.5208 2.0719
```

Record 7
C20H48NO11P2 | ωB97M-V/def2-TZVPD

Results
HOMO level: -11.9 eV
Multiplicity: 1
Charge: +1
Gap between HOMO and LUMO: 8.9766 eV

```
82
C20H48NO11P2, DFT ωB97M-V/def2-TZVPD
C 1.6256 -1.4848 2.2860
C 0.5004 -1.2931 3.2872
O -0.7639 -1.7904 2.8262
C -1.2982 -1.1171 1.7606
N -2.7073 -0.7036 2.1338
C -3.2429 0.4325 1.2964
C -3.2086 1.7946 1.9893
C -1.9982 2.0903 2.8920
O -1.3095 3.2117 2.3424
C 0.0498 3.2123 2.6044
C 0.9139 2.7281 1.4741
O 0.4846 3.6077 3.6418
H 2.5132 -0.9541 2.6246
H 1.3738 -1.0723 1.3047
H 1.8241 -2.5476 2.1506
H 0.7472 -1.8006 4.2159
H 0.4378 -0.2287 3.5529
H -0.7535 -0.2005 1.5225
H -1.3496 -1.7193 0.8513
H -3.2928 -1.5153 1.9316
H -2.7878 -0.5464 3.1400
H -2.7536 0.4162 0.3245
H -4.2871 0.1952 1.0954
H -3.1855 2.5434 1.1966
H -4.1382 1.9725 2.5269
H -1.2997 1.2552 2.9981
H -2.3680 2.3682 3.8803
H 1.1094 3.5514 0.7861
H 1.8691 2.4157 1.8882
H 0.4458 1.9150 0.9194
O 3.7466 -4.8256 1.3435
P 4.8117 -5.6972 0.7821
O 4.0195 -6.6228 -0.2969
C 3.4516 -6.0407 -1.4697
C 4.4864 -5.7300 -2.5366
O 5.1072 -6.8064 1.9236
C 4.7444 -6.5967 3.2899
C 3.4174 -7.2529 3.6086
O 6.2151 -5.8343 0.0285
C 7.4313 -5.2709 0.5979
C 8.1231 -6.2483 1.5288
H 2.8891 -5.1410 -1.1989
H 2.7400 -6.7732 -1.8495
H 5.1476 -4.9197 -2.2254
H 3.9976 -5.4302 -3.4643
H 5.1097 -6.6027 -2.7284
H 4.7227 -5.5329 3.5287
H 5.5350 -7.0451 3.8946
H 2.6589 -6.9763 2.8768
H 3.0757 -6.9638 4.6035
H 3.5138 -8.3388 3.5808
H 7.2119 -4.3276 1.1014
H 8.0732 -5.0462 -0.2512
H 7.7029 -6.2118 2.5329
H 9.1807 -5.9965 1.6094
H 8.0220 -7.2679 1.1614
O -5.0104 5.3352 -1.6611
P -4.5297 5.2891 -3.0519
O -4.5634 3.7857 -3.6046
C -5.8185 3.0982 -3.7244
C -6.6148 3.5457 -4.9345
O -2.9251 5.5453 -2.9849
C -2.3004 6.0160 -1.7945
C -1.7425 4.8651 -0.9860
O -4.7813 6.0442 -4.4231
C -4.8199 7.4973 -4.4704
C -3.4436 8.0967 -4.6857
H -6.3972 3.2273 -2.8054
H -5.5702 2.0412 -3.8148
H -6.9678 4.5710 -4.8191
H -7.4836 2.9024 -5.0753
H -5.9974 3.5125 -5.8316
H -2.9923 6.6077 -1.1953
H -1.4928 6.6823 -2.1038
H -2.4903 4.0832 -0.8457
H -1.4026 5.2104 -0.0077
H -0.8957 4.4102 -1.5049
H -5.2896 7.8895 -3.5668
H -5.4677 7.7420 -5.3091
H -2.9000 8.2005 -3.7480
H -3.5395 9.0930 -5.1174
H -2.8494 7.4715 -5.3497
```

Record 8
C2HN2 | ωB97M-V/def2-TZVPD

Results
HOMO level (spin up / spin down): -16.8 / -14.6 eV
Multiplicity: 1
ΔE to the lowest compared entry with this formula, charge and spin: 946.27 kJ/mol
Charge: +1
Gap between HOMO and LUMO (spin up / spin down): 7.6738 / 4.4856 eV

```
5
C2HN2, DFT ωB97M-V/def2-TZVPD
C 1.9615 0.1451 -0.3357
C -0.7840 -0.1759 1.2513
N -2.3880 0.1627 -0.4714
N -1.6559 0.0555 0.3944
H 2.8664 -0.1874 -0.8386
```

Record 9
C37H43AsCl3N7O8ReS2 | ωB97M-V/def2-TZVPD

Results
HOMO level (spin up / spin down): -12.9 / -12.9 eV
Multiplicity: 2
ΔE to the lowest compared entry with this formula, charge and spin: 38.30 kJ/mol
Charge: +2
Gap between HOMO and LUMO (spin up / spin down): 7.1199 / 6.9273 eV
<S²>: 0.75

```
102
C37H43AsCl3N7O8ReS2, DFT ωB97M-V/def2-TZVPD
Re 0.2479 0.4446 0.0007
N 0.0447 -1.6723 0.4891
C -1.1156 -2.0998 1.3106
C -2.2873 -1.4671 0.6141
N -1.9331 -0.0397 0.5890
C -2.9860 0.7892 -0.0403
C -2.5245 1.0522 -1.4494
N -1.1702 1.6353 -1.2644
H 0.0433 -2.1857 -0.3974
H 0.9020 -1.8709 1.0019
H -0.9515 -1.6923 2.3112
H -1.1966 -3.1838 1.3893
H -3.2355 -1.6479 1.1240
H -2.3641 -1.8104 -0.4162
H -1.8347 0.2590 1.5547
H -3.0866 1.7218 0.5203
H -3.9457 0.2743 -0.0022
H -3.1796 1.7194 -2.0094
H -2.4237 0.1148 -1.9847
H -1.2634 2.5091 -0.7440
H -0.7660 1.9210 -2.1523
O 3.4801 -0.2452 3.1853
As 1.8820 0.3333 2.8263
O 0.7406 -0.5709 3.5551
O 1.8353 0.0724 1.0757
C 2.1032 2.2114 3.2241
C 2.9857 2.5345 4.2385
C 3.1713 3.8697 4.5982
C 2.5008 4.8859 3.9443
C 1.6111 4.5894 2.9181
C 1.4293 3.2629 2.5728
S 0.2662 2.8705 1.3575
O 0.9569 2.4521 0.0695
O -0.7095 3.8878 1.1696
O -0.2655 1.5288 1.8096
H 3.3944 -0.9790 3.8079
H 3.5374 1.7545 4.7446
H 3.8513 4.1095 5.4042
H 2.6575 5.9150 4.2357
H 1.0628 5.3679 2.4066
Cl 0.5379 -3.6855 -7.4417
C 1.7452 -3.3048 -6.2528
C 1.8770 -4.0965 -5.1264
C 2.8701 -3.7995 -4.2069
C 3.7298 -2.7189 -4.3790
C 4.8511 -2.4437 -3.3946
C 4.7671 -1.0757 -2.6927
N 3.4106 -0.5343 -2.5028
C 2.8243 0.3957 -3.3418
C 1.6626 0.7568 -2.7578
N 1.5003 0.0231 -1.5895
C 2.5972 -0.7194 -1.4740
O 5.0580 -3.5146 -2.4935
C 4.2510 -3.5805 -1.3203
C 4.3984 -4.9402 -0.7270
C 3.3976 -5.8471 -0.5765
Cl 1.7386 -5.6309 -1.0128
S 3.9178 -7.3164 0.1161
C 5.5242 -6.7305 0.2240
C 5.6410 -5.4652 -0.2503
C 3.5781 -1.9675 -5.5390
Cl 4.6895 -0.6707 -5.8970
C 2.5958 -2.2368 -6.4771
H 1.2394 -4.9581 -4.9863
H 3.0102 -4.4628 -3.3679
H 5.7834 -2.4012 -3.9640
H 5.2989 -0.3246 -3.2715
H 5.2563 -1.1465 -1.7236
H 3.3040 0.7250 -4.2466
H 0.9429 1.4717 -3.1065
H 2.8233 -1.3481 -0.6340
H 3.1997 -3.3758 -1.5410
H 4.6025 -2.8314 -0.5974
H 6.2972 -7.3591 0.6335
H 6.5725 -4.9206 -0.2871
H 2.5213 -1.6460 -7.3784
C -2.7374 -3.8646 -5.7734
N -2.3216 -2.7243 -4.9624
N -1.9545 -2.8739 -3.6401
C -1.3099 -1.7224 -3.2226
O -0.9884 -1.5336 -2.0244
C -1.2431 -0.8822 -4.3633
C -1.8580 -1.5443 -5.4014
C -2.0278 -1.1284 -6.8208
C -2.6606 -3.7552 -2.7726
C -4.0304 -3.9314 -2.9059
C -4.6985 -4.7712 -2.0260
C -4.0089 -5.4156 -1.0075
C -2.6389 -5.2268 -0.8807
C -1.9608 -4.4009 -1.7644
H -2.6109 -4.7734 -5.1921
H -2.1055 -3.9246 -6.6567
H -3.7811 -3.7718 -6.0669
H -0.7902 0.0913 -4.4138
H -1.6439 -0.1213 -6.9592
H -3.0806 -1.1423 -7.1044
H -1.4882 -1.7931 -7.4954
H -4.5814 -3.4074 -3.6765
H -5.7644 -4.9149 -2.1363
H -4.5326 -6.0725 -0.3275
H -2.0878 -5.7481 -0.1087
H -0.8876 -4.2829 -1.7044
```

Record 10
C2H11NO5 | ωB97M-V/def2-TZVPD

Results
HOMO level: -10.5 eV
Multiplicity: 1
ΔE to the lowest compared entry with this formula, charge and spin: 122.26 kJ/mol
Structure (SMILES): O=CNCO.O.O.O
Charge: 0
Gap between HOMO and LUMO: 10.9479 eV

```
19
C2H11NO5, DFT ωB97M-V/def2-TZVPD
O 0.4423 0.5124 -1.0334
C 0.6341 -0.4560 -1.7322
N -0.1016 -1.5985 -1.5844
C -1.4658 -1.3799 -1.0778
O -2.1855 -0.4018 -1.8020
H 1.4702 -0.5932 -2.4328
H -0.0153 -2.3874 -2.2029
H -2.0608 -2.2789 -1.2340
H -1.5683 -1.2427 0.0073
H -1.7150 0.4445 -1.7999
O 1.6586 1.3513 1.9271
H 2.2103 1.9600 1.4163
H 2.0837 1.0885 2.7553
O 0.1354 -1.0575 2.2467
H 0.1496 -0.1491 2.5815
H 1.0342 -1.3831 2.1476
O -0.0400 2.8804 0.6718
H -0.2517 2.1548 1.2818
H -0.4144 2.5362 -0.1360
```